2 unconnected molecules or ions with the total composition C3H7NO at a distorted geometry, computed with ωB97M-V/def2-TZVPD.

Last column: natural (NBO) charge in e.
Cartesian coordinates (Å):
C1 -1.03435 -1.63970 -1.61372  -0.04
N1 -0.61767 -2.64322 -0.97346  -0.62
H1 -0.39622 -0.64776 -1.71109  0.18
H2 -1.78379 -1.63273 -2.39039  0.13
H3 -0.89520 -3.53541 -1.38883  0.34
O1 1.12511 1.12249 -0.57625  -0.53
C2 0.67649 1.74024 0.36108  0.43
C3 0.65724 1.21688 1.73362  -0.74
H4 0.19277 2.75888 0.07570  0.11
H5 1.70173 1.20709 2.15090  0.25
H6 0.06779 1.85953 2.45979  0.22
H7 0.30610 0.19370 1.87264  0.26

The HOMO energy comes out at -9.6 eV. As for the charge: 0. The largest force on an atom comes out at 3.035 eV Å⁻¹. For the HOMO-LUMO gap, the calculation gives 10.652 eV. The value obtained for the relative energy (zero: lowest compared OMol25 entry of this formula, charge and spin) is 268.76 kJ/mol.

---

3 unconnected molecules or ions with the total composition C20H31NO4P at a distorted geometry, computed with ωB97M-V/def2-TZVPD.

Last column: natural (NBO) charge in e.
Cartesian coordinates (Å):
C1 2.54724 0.33931 -0.02763  -0.72
C2 2.72180 1.49446 -0.95545  0.69
O1 3.78651 1.66883 -1.49100  -0.63
N1 1.64990 2.28788 -1.21635  -0.61
C3 1.01719 2.99337 -0.08412  -0.21
C4 -0.39692 3.48209 -0.44927  -0.42
C5 -1.53442 2.93654 0.40258  -0.38
C6 -1.92340 1.44533 0.24147  -0.42
C7 -1.17378 0.68451 -0.82954  0.08
O2 -1.35364 1.15790 -2.08729  -0.83
P1 -1.43118 -0.09900 -3.34166  0.98
O3 -2.00053 -1.22126 -2.10592  -0.83
C8 -1.57391 -0.81552 -0.86499  0.38
O4 -2.44506 -1.20784 0.18789  -0.75
H1 3.52312 -0.01915 0.25433  0.21
H2 1.99711 -0.46541 -0.49139  0.25
H3 2.02794 0.59296 0.88645  0.22
H4 1.85208 2.90691 -1.98765  0.38
H5 1.02040 2.36985 0.79595  0.20
H6 1.63927 3.86086 0.12719  0.17
H7 -0.39088 4.55805 -0.28567  0.18
H8 -0.56973 3.35617 -1.50169  0.25
H9 -2.41162 3.51425 0.14144  0.20
H10 -1.34994 3.16348 1.44532  0.18
H11 -2.97537 1.39495 -0.00540  0.21
H12 -1.77390 0.91248 1.16700  0.20
H13 -0.14192 0.61988 -0.47254  0.13
H14 -0.84803 0.83845 -4.29842  -0.17
H15 -0.06247 -0.45811 -2.96914  -0.20
H16 -1.45725 -1.10347 -4.37296  -0.15
H17 -2.75291 0.39958 -3.61812  -0.15
H18 -0.66181 -1.41263 -0.69747  0.09
H19 -2.50299 -2.17052 0.10678  0.47
C9 7.42088 2.03820 3.45179  -0.22
C10 6.86670 2.30778 2.20828  -0.21
C11 6.09510 1.35084 1.56191  -0.22
C12 5.87278 0.12484 2.17484  -0.20
C13 6.42193 -0.14489 3.42062  -0.22
C14 7.20014 0.81010 4.05825  -0.22
H20 8.02423 2.78713 3.94956  0.21
H21 7.03592 3.26865 1.73892  0.21
H22 5.66645 1.55604 0.58758  0.24
H23 5.26820 -0.62045 1.67470  0.21
H24 6.24301 -1.10184 3.89461  0.21
H25 7.63272 0.59820 5.02812  0.21
C15 -5.72014 -4.99106 -1.58793  -0.22
C16 -6.49080 -5.53525 -0.56908  -0.23
C17 -6.75178 -4.79399 0.57507  -0.23
C18 -6.24799 -3.50570 0.69592  -0.22
C19 -5.48141 -2.96046 -0.32524  -0.22
C20 -5.21349 -3.70407 -1.46576  -0.20
H26 -5.51299 -5.57070 -2.47869  0.21
H27 -6.88715 -6.53867 -0.66624  0.20
H28 -7.34728 -5.22061 1.37305  0.20
H29 -6.45238 -2.92563 1.58706  0.21
H30 -5.08540 -1.95646 -0.23438  0.24
H31 -4.60816 -3.27722 -2.25570  0.24

The HOMO energy comes out at -4.2 eV. As for the charge: -1. The largest force on an atom comes out at 2.044 eV Å⁻¹. For the HOMO-LUMO gap, the calculation gives 6.769 eV.

---

A single C3H4N4 molecule at a distorted geometry, computed with ωB97M-V/def2-TZVPD.

Last column: natural (NBO) charge in e.
Cartesian coordinates (Å):
C1 0.60067 0.32144 -0.03186  0.36
N1 1.79765 -0.27943 -0.11920  -0.80
C2 -0.45039 0.91380 0.88336  -0.01
C3 -1.20491 -1.15593 -0.82947  -0.05
N2 -1.67505 0.17846 0.99488  -0.24
N3 -1.85152 -0.57027 0.02683  -0.07
N4 0.10362 1.45187 -0.37186  -0.41
H1 2.50011 0.12728 -0.71924  0.40
H2 1.90579 -1.20683 0.25368  0.41
H3 -0.26794 1.49341 1.78092  0.20
H4 -1.45803 -1.27380 -1.86804  0.21

The HOMO energy comes out at -8.6 eV. As for the charge: 0. The largest force on an atom comes out at 1.726 eV Å⁻¹. For the HOMO-LUMO gap, the calculation gives 8.812 eV. The value obtained for the relative energy (zero: lowest compared OMol25 entry of this formula, charge and spin) is 567.45 kJ/mol.